The following is a DFT calculation (wB97M-V/def2-TZVPD) of 2 unconnected molecules or ions with the total composition C4H10OS at a distorted geometry.

Properties
LUMO energy in hartree: 0.034
Total energy in Eh: -631.79378
HOMO-LUMO gap in eV: 9.23
Molar mass in u: 106.19

Last column: natural (NBO) charge in e.
Geometry (Å):
1 C 2.832 -0.204 -1.079  -0.725
2 C 2.239 1.025 -0.553  0.429
3 O 2.031 1.210 0.625  -0.528
4 H 3.751 0.019 -1.641  0.237
5 H 2.117 -0.627 -1.789  0.240
6 H 3.154 -0.842 -0.260  0.240
7 H 1.911 1.811 -1.254  0.109
8 C -3.187 -0.535 0.055  -0.741
9 S -1.831 -1.462 0.839  0.146
10 C -0.807 -0.008 1.297  -0.712
11 H -3.514 0.350 0.587  0.211
12 H -4.036 -1.222 0.097  0.230
13 H -2.821 -0.231 -0.925  0.211
14 H -0.267 0.234 0.386  0.205
15 H -1.484 0.791 1.565  0.214
16 H -0.089 -0.309 2.050  0.234

Cartesian forces, eV/Å:
1.0 -0.2 -0.6
-0.5 0.9 1.2
0.2 0.0 -0.2
-0.3 0.1 -0.1
0.1 -0.4 0.1
-0.5 -0.3 -0.1
0.1 0.0 -0.3
0.3 -0.5 0.1
-0.2 0.6 0.7
-0.1 -1.0 -1.1
0.3 0.1 0.4
0.1 0.1 -0.7
-0.6 -0.2 -0.2
0.1 0.4 0.2
0.2 0.2 0.4
-0.1 0.2 0.2

The following is a DFT calculation (wB97M-V/def2-TZVPD) of a molecular structure, C4H10OS at a distorted geometry.

Properties
LUMO energy in hartree: 0.017
Total energy in Eh: -631.61033
HOMO-LUMO gap in eV: 8.87
Molar mass in u: 106.19

Last column: natural (NBO) charge in e.
Geometry (Å):
1 C 0.124 -0.818 -2.257  -0.700
2 C 0.541 0.040 0.145  -0.693
3 C -0.504 0.342 1.183  0.046
4 C 0.240 -0.265 2.533  -0.677
5 H 0.718 -1.785 -1.785  0.196
6 H -0.807 -1.013 -1.912  0.202
7 H 0.241 -0.890 -3.417  0.236
8 H 0.542 -1.161 -0.110  0.241
9 H 1.451 0.087 0.879  0.233
10 H -0.676 1.427 1.225  0.177
11 H -0.364 0.082 3.687  0.233
12 H -0.034 -1.490 2.255  0.234
13 H 1.681 0.058 2.418  0.232
14 H -2.221 -0.357 1.809  0.465
15 O -1.740 -0.318 0.794  -0.705
16 S 0.687 0.737 -1.314  0.279

Cartesian forces, eV/Å:
4.5 -1.5 -1.1
1.9 -5.2 5.0
0.7 -0.4 0.6
-1.1 -0.8 0.4
-0.9 2.5 -1.4
-3.2 -0.3 0.5
-0.3 0.7 2.3
-0.2 2.8 1.4
-0.7 0.4 -2.6
0.0 -0.2 0.3
2.2 -1.1 -3.7
1.4 3.3 1.5
-4.9 -1.2 1.1
1.4 0.0 -4.6
-1.0 0.3 5.9
0.0 0.8 -5.6

The following is a DFT calculation (wB97M-V/def2-TZVPD) of 2 unconnected molecules or ions with the total composition C4H10OS at a distorted geometry.

Properties
LUMO energy (alpha / beta) in hartree: 0.029 / -0.058
Total energy in Eh: -631.57575
HOMO-LUMO gap (alpha / beta) in eV: 5.63 / 7.69
<S²>: 2.0065
Multiplicity: 3
Molar mass in u: 106.19

Last column: natural (NBO) charge in e.
Geometry (Å):
1 C 1.734 -0.641 -0.669  -0.668
2 C -0.570 1.517 0.639  -0.708
3 C 0.758 -1.025 0.404  -0.344
4 C -0.843 0.245 -0.050  0.215
5 O -1.026 0.458 -1.346  -0.706
6 S -2.104 -0.869 0.601  -0.036
7 H 1.083 -0.749 -1.642  0.171
8 H 2.046 0.389 -0.747  0.219
9 H 2.578 -1.445 -0.632  0.245
10 H -0.236 1.432 1.738  0.227
11 H -1.568 2.009 0.597  0.221
12 H 0.141 2.073 0.120  0.227
13 H 0.350 -2.066 0.198  0.178
14 H 1.158 -0.944 1.405  0.178
15 H -0.647 -0.398 -1.752  0.472
16 H -2.854 0.012 1.138  0.110

Cartesian forces, eV/Å:
-1.6 -1.6 -2.1
-1.3 -0.8 2.8
4.3 -4.7 1.2
-4.5 2.7 0.6
1.5 -2.0 -2.9
1.7 -1.5 -0.5
2.0 -0.2 1.2
0.5 0.2 0.5
-1.1 1.7 -0.4
-0.6 -0.1 -1.6
0.6 0.5 0.3
1.1 1.0 -1.0
0.1 1.5 0.4
-0.3 0.1 0.4
-1.2 1.8 0.0
-1.2 1.5 0.9

The following is a DFT calculation (wB97M-V/def2-TZVPD) of a single C4H10OS2 molecule at a distorted geometry.

Properties
LUMO energy in hartree: -0.050
Total energy in Eh: -1029.92706
HOMO-LUMO gap in eV: 7.73
Molar mass in u: 138.26

Last column: natural (NBO) charge in e.
Geometry (Å):
1 C -0.342 1.668 2.510  -0.792
2 S -1.112 0.421 1.535  0.105
3 S 1.212 -0.127 0.638  0.084
4 C 0.769 0.706 -0.875  -0.582
5 C -0.546 0.080 -1.477  -0.434
6 C -0.583 -1.419 -1.885  -0.067
7 O 0.551 -1.818 -2.672  -0.734
8 H 0.061 2.407 1.807  0.239
9 H 0.120 1.050 3.249  0.246
10 H -1.165 2.296 2.891  0.230
11 H 1.584 0.769 -1.578  0.237
12 H 0.438 1.738 -0.717  0.220
13 H -1.391 0.193 -0.840  0.223
14 H -0.768 0.532 -2.450  0.204
15 H -1.556 -1.758 -2.336  0.193
16 H -0.492 -1.855 -0.869  0.159
17 H 1.368 -1.723 -2.183  0.468

Cartesian forces, eV/Å:
-2.0 1.2 -0.6
2.3 -1.5 -1.3
-2.7 0.4 1.1
-2.5 -0.2 -0.6
0.7 -0.8 -3.1
1.3 0.1 2.3
-1.2 0.0 -0.6
1.3 -0.6 0.7
1.2 1.1 0.6
0.0 -0.6 0.6
0.4 -0.4 -0.2
0.5 0.0 0.4
-0.4 0.6 0.5
0.1 0.9 0.3
1.2 0.6 0.1
-0.2 -0.8 -0.6
-0.1 0.1 0.4

The following is a DFT calculation (wB97M-V/def2-TZVPD) of a single C4H10OSi2 molecule at a distorted geometry.

Properties
LUMO energy in hartree: 0.023
Total energy in Eh: -812.55478
HOMO-LUMO gap in eV: 9.71
Molar mass in u: 130.29

Last column: natural (NBO) charge in e.
Geometry (Å):
1 C -0.528 -2.414 -0.064  -0.349
2 C -0.199 -1.520 -1.018  -0.712
3 Si 0.158 0.310 -0.790  1.467
4 O 0.425 1.037 -2.281  -1.123
5 Si 2.200 0.630 0.430  0.312
6 C -1.018 1.448 0.279  -0.618
7 C -2.066 1.283 1.126  -0.373
8 H -0.679 -3.621 -0.187  0.197
9 H -0.709 -2.286 1.043  0.202
10 H 0.072 -1.909 -2.090  0.240
11 H 0.025 1.073 -3.152  0.520
12 H 2.753 1.970 0.222  -0.131
13 H 1.612 0.434 1.895  -0.115
14 H 3.282 -0.361 -0.146  -0.112
15 H -0.495 2.404 0.223  0.203
16 H -2.180 2.004 1.884  0.195
17 H -2.423 0.206 1.351  0.197

Cartesian forces, eV/Å:
-0.5 -2.9 0.6
0.3 -1.2 -0.8
-0.3 1.0 0.0
0.3 -0.1 0.6
-0.7 -1.3 -0.1
-0.1 -1.1 -0.4
2.3 -3.0 -0.7
0.6 3.1 -0.5
0.2 0.9 -1.4
-0.8 0.6 2.0
-0.3 -0.3 0.5
0.0 0.3 0.2
1.1 0.1 -1.3
-0.9 0.7 0.9
-0.4 0.3 0.3
-0.9 1.0 0.6
0.1 2.0 -0.6

The following is a DFT calculation (wB97M-V/def2-TZVPD) of 2 unconnected molecules or ions with the total composition C4H10OSi2 at a distorted geometry.

Properties
LUMO energy in hartree: 0.001
Total energy in Eh: -812.50241
HOMO-LUMO gap in eV: 10.17
Molar mass in u: 130.29

Last column: natural (NBO) charge in e.
Geometry (Å):
1 C -1.391 2.735 -0.804  -0.327
2 C -0.112 2.410 -1.149  -0.671
3 Si 1.068 0.949 -0.609  1.967
4 O 1.910 0.015 -1.427  -1.143
5 C 0.881 0.965 1.241  -0.713
6 C 1.276 1.675 2.217  -0.326
7 H -1.639 3.753 -1.201  0.199
8 H -2.110 2.144 -0.298  0.202
9 H 0.348 3.069 -1.767  0.205
10 H 0.181 0.094 1.489  0.224
11 H 0.880 1.501 3.163  0.192
12 H 1.703 2.630 2.053  0.191
13 Si -0.608 -4.383 -0.678  0.598
14 H -1.683 -4.963 -1.393  -0.155
15 H 0.485 -5.305 -0.525  -0.159
16 H -1.266 -4.200 0.762  -0.158
17 H 0.077 -3.088 -1.073  -0.125

Cartesian forces, eV/Å:
2.6 1.3 -1.8
-1.8 -3.0 2.1
-1.9 2.2 1.0
0.5 -0.5 -0.6
-2.0 -4.3 -3.0
0.2 2.5 1.2
-0.6 -1.1 0.6
-0.4 -0.4 0.6
1.4 2.1 -1.8
1.0 0.8 -0.1
-0.3 -0.3 1.8
1.1 0.6 0.0
0.3 1.4 2.6
-0.7 -0.2 -1.1
0.5 -0.7 0.0
0.8 0.0 -1.4
-0.7 -0.5 -0.1